Record 1
{
  "formula": "C3H10O3P2",
  "method": "ωB97M-V/def2-TZVPD",
  "smiles": "C[P@H](=O)OP(C)(C)=O",
  "orbital_gap_ev": 10.8,
  "e_homo_ev": -10.14,
  "mol_weight_g_mol": 156.058,
  "species": ["C", "P", "O", "O", "P", "C", "C", "O", "H", "H", "H", "H", "H", "H", "H", "H", "H", "H"],
  "positions_angstrom": [[-0.66, -0.14, -2.89], [-0.79, -1.44, -1.50], [-1.90, -2.45, -1.56], [-0.74, -0.50, -0.23], [0.39, 0.46, 0.57], [1.43, -0.90, 1.31], [-0.73, 1.19, 1.73], [1.18, 1.27, -0.32], [0.12, 0.53, -2.50], [-0.60, -0.56, -3.89], [-1.65, 0.27, -2.91], [0.43, -2.09, -1.42], [0.86, -1.27, 2.18], [1.48, -1.78, 0.62], [2.47, -0.74, 1.35], [-0.12, 2.10, 2.12], [-1.41, 1.64, 0.99], [-1.07, 0.53, 2.56]]
}



Record 2
{
  "formula": "C28H84As2F12N8O10",
  "method": "ωB97M-V/def2-TZVPD",
  "orbital_gap_ev": 3.5,
  "charge": 4,
  "e_homo_ev": -10.36,
  "mol_weight_g_mol": 1070.846,
  "species": ["C", "C", "C", "O", "C", "N", "H", "H", "H", "H", "H", "H", "H", "H", "H", "H", "H", "H", "C", "C", "C", "O", "C", "N", "H", "H", "H", "H", "H", "H", "H", "H", "H", "H", "H", "H", "C", "C", "C", "O", "C", "N", "H", "H", "H", "H", "H", "H", "H", "H", "H", "H", "H", "H", "C", "C", "C", "O", "C", "N", "H", "H", "H", "H", "H", "H", "H", "H", "H", "H", "H", "H", "C", "C", "C", "O", "C", "N", "H", "H", "H", "H", "H", "H", "H", "H", "H", "H", "H", "H", "C", "C", "C", "O", "C", "N", "H", "H", "H", "H", "H", "H", "H", "H", "H", "H", "H", "H", "C", "C", "C", "O", "C", "N", "H", "H", "H", "H", "H", "H", "H", "H", "H", "H", "H", "H", "N", "O", "O", "O", "As", "F", "F", "F", "F", "F", "F", "As", "F", "F", "F", "F", "F", "F"],
  "positions_angstrom": [[-1.50, -2.40, 8.88], [-1.80, -3.44, 7.79], [-2.82, -4.46, 8.30], [-3.27, -5.38, 7.26], [-2.28, -6.30, 6.73], [-2.33, -2.87, 6.53], [-3.05, -2.18, 6.69], [-1.64, -2.38, 5.98], [-2.79, -3.54, 5.92], [-0.89, -2.90, 9.63], [-2.43, -1.99, 9.28], [-0.85, -1.56, 8.63], [-0.84, -3.87, 7.49], [-3.79, -4.08, 8.61], [-2.44, -5.15, 9.05], [-2.82, -6.90, 6.00], [-1.79, -6.98, 7.44], [-1.51, -5.77, 6.16], [5.31, 4.27, -7.26], [4.96, 5.54, -7.97], [6.01, 6.40, -8.76], [6.46, 5.72, -9.96], [7.49, 6.53, -10.71], [3.81, 5.19, -8.91], [3.47, 5.98, -9.43], [4.06, 4.58, -9.67], [3.18, 4.69, -8.30], [6.01, 4.57, -6.48], [5.82, 3.59, -7.94], [4.44, 3.78, -6.85], [4.46, 6.17, -7.24], [6.78, 6.55, -8.02], [5.62, 7.40, -8.95], [7.72, 6.26, -11.74], [8.45, 6.42, -10.19], [7.42, 7.61, -10.81], [4.40, -6.63, -6.96], [4.67, -5.28, -6.23], [6.17, -4.76, -6.27], [6.30, -3.48, -5.72], [7.51, -2.90, -6.11], [3.77, -4.22, -6.77], [4.09, -4.02, -7.71], [2.87, -4.67, -6.88], [3.80, -3.39, -6.20], [4.50, -6.53, -8.04], [3.45, -7.00, -6.58], [5.09, -7.41, -6.63], [4.42, -5.34, -5.17], [6.54, -4.75, -7.30], [6.74, -5.54, -5.78], [7.67, -2.05, -5.45], [7.52, -2.52, -7.13], [8.37, -3.56, -5.96], [-7.98, 6.78, -3.62], [-7.62, 6.71, -2.07], [-8.48, 7.40, -1.02], [-9.89, 6.99, -0.95], [-10.73, 7.82, -0.16], [-7.39, 5.21, -1.83], [-8.32, 4.82, -1.82], [-6.87, 4.79, -2.58], [-6.88, 5.04, -0.97], [-8.52, 5.88, -3.92], [-7.13, 6.71, -4.29], [-8.54, 7.67, -3.87], [-6.65, 7.18, -1.91], [-8.39, 8.48, -1.12], [-8.08, 7.30, 0.00], [-11.78, 7.62, -0.39], [-10.61, 8.85, -0.49], [-10.53, 7.76, 0.91], [-6.33, -7.62, -2.46], [-6.53, -6.03, -2.45], [-7.38, -5.38, -1.28], [-6.86, -5.69, -0.08], [-7.83, -5.57, 0.91], [-5.08, -5.55, -2.32], [-4.83, -5.61, -1.34], [-4.49, -6.21, -2.81], [-4.93, -4.61, -2.68], [-7.32, -8.04, -2.67], [-5.99, -8.02, -1.51], [-5.68, -8.01, -3.24], [-6.86, -5.64, -3.42], [-8.41, -5.66, -1.50], [-7.38, -4.30, -1.44], [-8.75, -6.12, 0.71], [-8.06, -4.51, 1.10], [-7.40, -5.96, 1.83], [6.71, -1.34, 6.81], [6.50, -0.78, 8.21], [7.00, -1.77, 9.28], [6.91, -1.11, 10.50], [7.38, -1.86, 11.64], [7.24, 0.50, 8.38], [7.31, 0.40, 9.38], [8.14, 0.61, 7.94], [6.59, 1.24, 8.15], [6.49, -0.63, 6.01], [6.10, -2.22, 6.64], [7.70, -1.73, 6.61], [5.44, -0.55, 8.33], [8.01, -2.09, 9.02], [6.35, -2.64, 9.33], [8.35, -2.30, 11.41], [6.71, -2.71, 11.78], [7.41, -1.32, 12.58], [0.78, 6.29, 3.92], [-0.13, 7.58, 3.87], [-0.96, 7.69, 2.61], [-1.94, 8.75, 2.64], [-1.43, 10.03, 2.14], [-1.02, 7.65, 5.09], [-1.74, 8.36, 4.98], [-1.57, 6.80, 5.09], [-0.60, 7.74, 6.00], [1.38, 6.09, 4.80], [1.57, 6.23, 3.17], [0.15, 5.40, 3.93], [0.24, 8.60, 3.98], [-1.50, 6.75, 2.48], [-0.31, 7.76, 1.74], [-0.52, 10.31, 2.67], [-2.20, 10.78, 2.34], [-1.32, 9.86, 1.07], [-2.60, 1.09, -6.72], [-2.09, 0.20, -7.43], [-3.20, 0.70, -5.79], [-2.58, 2.30, -6.88], [0.96, -1.10, 0.05], [-0.11, -2.40, 0.63], [-0.50, 0.02, 0.25], [2.05, 0.23, -0.42], [2.27, -2.38, -0.09], [0.59, -1.54, -1.57], [1.33, -0.72, 1.74], [0.38, -11.16, -0.58], [-1.21, -11.81, 0.02], [-0.03, -9.52, 0.15], [1.97, -10.71, -1.12], [0.74, -12.80, -1.24], [-0.31, -10.62, -2.09], [1.11, -11.62, 1.05]]
}



Record 3
{
  "formula": "C6H6BrIO7P2",
  "method": "ωB97M-V/def2-TZVPD",
  "orbital_gap_ev": 7.4,
  "e_homo_ev": -9.32,
  "mol_weight_g_mol": 458.863,
  "species": ["O", "P", "O", "O", "Br", "O", "P", "O", "I", "H", "H", "C", "C", "C", "O", "C", "C", "C", "O", "H", "H", "H", "H"],
  "positions_angstrom": [[-2.85, -3.05, 2.10], [-2.33, -1.75, 1.69], [-1.66, -1.67, 0.25], [-1.26, -1.12, 2.67], [0.28, -0.31, 2.10], [-3.46, -0.61, 1.59], [-4.74, -0.55, 2.65], [-5.67, 0.25, 1.59], [-3.92, 1.29, 4.10], [-2.12, -2.27, -0.35], [-6.58, 0.34, 1.92], [3.64, 0.16, -0.68], [3.98, -0.07, -1.94], [3.21, 0.53, -3.06], [3.51, 0.32, -4.22], [2.07, 1.41, -2.72], [1.74, 1.65, -1.45], [2.50, 1.04, -0.33], [2.19, 1.25, 0.82], [4.18, -0.27, 0.16], [4.81, -0.71, -2.22], [1.53, 1.84, -3.55], [0.91, 2.28, -1.17]]
}



Record 4
{
  "formula": "BH3O2",
  "method": "ωB97M-V/def2-TZVPD",
  "smiles": "[H][H].O=BO",
  "orbital_gap_ev": 12.0,
  "e_homo_ev": -11.89,
  "mol_weight_g_mol": 45.834,
  "species": ["H", "H", "O", "B", "O", "H"],
  "positions_angstrom": [[-1.52, 0.48, -1.03], [-1.38, 0.57, -0.43], [2.03, -1.41, 0.27], [1.10, -0.68, 0.18], [-0.07, 0.09, 0.39], [-0.16, 0.96, 0.62]]
}



Record 5
{
  "formula": "C6H20BO2Rb3",
  "method": "ωB97M-V/def2-TZVPD",
  "orbital_gap_ev": 7.2,
  "charge": 2,
  "e_homo_ev": -14.49,
  "mol_weight_g_mol": 391.440,
  "species": ["Rb", "Rb", "Rb", "B", "H", "H", "H", "H", "C", "C", "C", "O", "H", "H", "H", "H", "H", "H", "H", "H", "C", "C", "C", "O", "H", "H", "H", "H", "H", "H", "H", "H"],
  "positions_angstrom": [[21.42, -3.97, -3.07], [17.67, -2.19, -5.56], [21.26, -3.36, -7.37], [20.93, -1.49, -4.95], [20.77, -0.76, -5.82], [21.73, -2.22, -5.26], [21.23, -1.03, -3.95], [20.00, -2.12, -4.93], [22.70, 2.15, -5.66], [23.36, 1.34, -6.76], [24.41, 0.41, -6.16], [22.38, 0.48, -7.40], [22.27, 3.04, -6.13], [23.37, 2.50, -4.88], [21.91, 1.56, -5.21], [23.79, 1.90, -7.58], [25.00, -0.13, -6.89], [24.01, -0.32, -5.44], [25.16, 0.94, -5.56], [21.89, -0.03, -6.75], [23.32, 0.46, -0.81], [21.85, 0.13, -0.70], [20.96, 1.23, -1.23], [21.58, -1.11, -1.44], [23.68, 0.61, -1.83], [23.97, -0.33, -0.42], [23.65, 1.32, -0.22], [21.61, -0.17, 0.33], [19.90, 0.96, -1.22], [21.23, 1.42, -2.27], [21.06, 2.07, -0.55], [21.39, -0.86, -2.35]]
}



Record 6
{
  "formula": "C5H13NO",
  "method": "ωB97M-V/def2-TZVPD",
  "smiles": "C=CCCNC.O",
  "orbital_gap_ev": 9.0,
  "e_homo_ev": -8.37,
  "mol_weight_g_mol": 103.165,
  "species": ["C", "C", "C", "C", "N", "C", "H", "H", "H", "H", "H", "H", "H", "H", "H", "H", "H", "O", "H", "H"],
  "positions_angstrom": [[1.34, -1.50, 0.43], [1.39, -1.49, -0.91], [0.42, -0.77, -1.80], [-0.18, 0.59, -1.32], [-1.53, 0.46, -0.76], [-2.01, 1.65, -0.12], [0.77, -0.86, 1.11], [1.89, -2.29, 0.95], [2.17, -2.07, -1.41], [-0.42, -1.38, -2.15], [0.93, -0.66, -2.75], [-0.35, 1.27, -2.17], [0.47, 1.16, -0.62], [-1.57, -0.42, -0.24], [-1.36, 2.07, 0.69], [-2.27, 2.40, -0.86], [-2.88, 1.45, 0.52], [1.03, 0.08, 3.38], [1.56, -0.36, 4.05], [0.59, 0.69, 3.99]]
}



Record 7
{
  "formula": "C20H25N2O4PS",
  "method": "ωB97M-V/def2-TZVPD",
  "smiles": "CCNc1cc2c(c(CCCOC(C)=O)c1P(C)O)Sc1c(O)cccc1N2",
  "orbital_gap_ev": 8.7,
  "e_homo_ev": -8.04,
  "mol_weight_g_mol": 420.471,
  "species": ["C", "C", "N", "C", "C", "C", "C", "C", "C", "C", "C", "O", "C", "C", "O", "C", "P", "C", "O", "S", "C", "C", "O", "C", "C", "C", "C", "N", "H", "H", "H", "H", "H", "H", "H", "H", "H", "H", "H", "H", "H", "H", "H", "H", "H", "H", "H", "H", "H", "H", "H", "H", "H"],
  "positions_angstrom": [[5.95, -0.75, -0.04], [4.69, -1.58, -0.19], [3.91, -1.68, 1.08], [2.63, -1.06, 1.04], [2.48, 0.28, 1.39], [1.23, 0.87, 1.43], [0.11, 0.13, 1.06], [0.22, -1.19, 0.62], [-1.03, -1.90, 0.16], [-1.74, -1.20, -1.02], [-3.19, -0.88, -0.77], [-3.77, -0.47, -2.02], [-4.34, 0.76, -2.02], [-5.66, 0.84, -1.31], [-3.83, 1.69, -2.59], [1.50, -1.81, 0.63], [1.91, -3.54, 0.07], [0.77, -4.49, 1.17], [1.09, -3.62, -1.38], [-1.47, 0.90, 1.27], [-1.02, 2.48, 0.66], [-1.91, 3.21, -0.12], [-3.18, 2.71, -0.32], [-1.53, 4.46, -0.61], [-0.25, 4.95, -0.32], [0.63, 4.22, 0.47], [0.24, 2.99, 0.98], [1.10, 2.23, 1.85], [6.74, -1.32, 0.44], [5.75, 0.14, 0.56], [6.31, -0.41, -1.01], [4.95, -2.60, -0.48], [4.05, -1.14, -0.95], [4.43, -1.21, 1.81], [3.33, 0.88, 1.69], [-1.71, -2.04, 1.01], [-0.77, -2.88, -0.18], [-1.24, -0.27, -1.28], [-1.71, -1.84, -1.90], [-3.73, -1.75, -0.38], [-3.27, -0.08, -0.03], [-6.06, 1.84, -1.43], [-5.54, 0.63, -0.25], [-6.36, 0.11, -1.73], [-0.21, -4.66, 0.73], [0.68, -3.97, 2.12], [1.26, -5.45, 1.36], [0.73, -2.77, -1.66], [-3.32, 2.47, -1.24], [-2.22, 5.04, -1.20], [0.05, 5.91, -0.71], [1.62, 4.59, 0.71], [0.68, 2.24, 2.78]]
}



Record 8
{
  "formula": "C41H61NO15",
  "method": "ωB97M-V/def2-TZVPD",
  "smiles": "CC(=O)N(C)c1cccc2c1C(=O)c1ccccc1C2=O.CCOC(C)=O.CCOC(C)=O.CCOC(C)=O.CCOC(C)=O.CCOC(C)=O.CCOC(C)=O",
  "orbital_gap_ev": 8.5,
  "e_homo_ev": -8.52,
  "mol_weight_g_mol": 807.931,
  "species": ["C", "C", "O", "N", "C", "C", "C", "C", "C", "C", "C", "C", "O", "C", "C", "C", "C", "C", "C", "C", "O", "H", "H", "H", "H", "H", "H", "H", "H", "H", "H", "H", "H", "H", "C", "C", "O", "C", "C", "O", "H", "H", "H", "H", "H", "H", "H", "H", "C", "C", "O", "C", "C", "O", "H", "H", "H", "H", "H", "H", "H", "H", "C", "C", "O", "C", "C", "O", "H", "H", "H", "H", "H", "H", "H", "H", "C", "C", "O", "C", "C", "O", "H", "H", "H", "H", "H", "H", "H", "H", "C", "C", "O", "C", "C", "O", "H", "H", "H", "H", "H", "H", "H", "H", "C", "C", "O", "C", "C", "O", "H", "H", "H", "H", "H", "H", "H", "H"],
  "positions_angstrom": [[9.49, -1.35, 1.95], [9.65, -1.18, 0.47], [9.49, -2.07, -0.32], [10.05, 0.16, 0.01], [11.48, 0.04, -0.32], [9.25, 0.58, -1.08], [9.75, 0.83, -2.35], [8.93, 1.24, -3.40], [7.56, 1.40, -3.23], [7.05, 1.14, -1.96], [7.86, 0.76, -0.90], [7.16, 0.56, 0.42], [7.61, 0.94, 1.47], [5.83, -0.11, 0.30], [5.42, -1.06, 1.22], [4.18, -1.67, 1.02], [3.40, -1.33, -0.08], [3.80, -0.35, -0.99], [5.03, 0.25, -0.78], [5.57, 1.27, -1.72], [4.90, 2.11, -2.26], [10.31, -1.98, 2.32], [9.60, -0.37, 2.42], [8.53, -1.79, 2.19], [11.90, 0.98, -0.66], [11.61, -0.69, -1.13], [12.06, -0.33, 0.52], [10.79, 0.71, -2.58], [9.36, 1.45, -4.37], [6.91, 1.71, -4.03], [6.04, -1.34, 2.05], [3.86, -2.41, 1.74], [2.45, -1.81, -0.27], [3.18, -0.08, -1.83], [2.40, -0.60, 6.01], [1.30, -1.41, 5.35], [1.79, -2.15, 4.22], [2.38, -3.34, 4.31], [2.81, -3.86, 5.66], [2.63, -3.95, 3.30], [3.19, -1.24, 6.40], [1.99, -0.01, 6.83], [2.85, 0.07, 5.28], [0.79, -2.08, 6.05], [0.53, -0.73, 4.96], [3.85, -3.60, 5.83], [2.71, -4.95, 5.65], [2.21, -3.49, 6.49], [-2.20, 1.84, 1.31], [-2.77, 0.81, 2.25], [-1.82, 0.37, 3.23], [-1.59, 1.02, 4.37], [-2.15, 2.40, 4.57], [-0.88, 0.50, 5.20], [-1.91, 2.75, 1.84], [-2.94, 2.10, 0.55], [-1.30, 1.45, 0.83], [-3.69, 1.15, 2.73], [-3.03, -0.09, 1.69], [-1.39, 3.13, 4.29], [-2.38, 2.53, 5.63], [-3.06, 2.60, 4.02], [-6.17, 0.11, -3.29], [-5.45, -0.31, -2.02], [-4.81, 0.81, -1.42], [-5.45, 1.67, -0.60], [-6.95, 1.60, -0.49], [-4.79, 2.51, -0.03], [-6.95, 0.83, -3.07], [-6.61, -0.75, -3.79], [-5.46, 0.59, -3.96], [-6.11, -0.82, -1.32], [-4.65, -1.01, -2.26], [-7.39, 2.32, -1.19], [-7.23, 1.88, 0.52], [-7.36, 0.62, -0.68], [-4.68, 4.57, -3.54], [-5.62, 3.65, -4.29], [-6.90, 3.58, -3.67], [-7.89, 4.47, -3.89], [-7.59, 5.75, -4.63], [-8.98, 4.24, -3.43], [-5.05, 5.60, -3.53], [-3.69, 4.56, -3.99], [-4.60, 4.25, -2.50], [-5.71, 3.92, -5.35], [-5.23, 2.64, -4.26], [-7.38, 6.53, -3.90], [-8.47, 6.03, -5.20], [-6.76, 5.68, -5.33], [-10.70, -0.58, 4.09], [-10.66, -1.59, 2.96], [-10.52, -0.95, 1.69], [-9.33, -0.60, 1.17], [-8.10, -0.62, 2.05], [-9.29, -0.21, 0.03], [-9.76, -0.02, 4.16], [-10.87, -1.08, 5.05], [-11.49, 0.15, 3.93], [-9.89, -2.35, 3.11], [-11.61, -2.11, 2.91], [-7.94, 0.37, 2.46], [-7.24, -0.89, 1.43], [-8.15, -1.35, 2.86], [5.10, -4.12, -4.71], [4.38, -3.95, -3.39], [3.66, -2.72, -3.33], [2.42, -2.56, -3.83], [1.83, -3.63, -4.72], [1.82, -1.54, -3.60], [4.40, -4.17, -5.55], [5.70, -5.03, -4.71], [5.76, -3.27, -4.89], [3.73, -4.79, -3.16], [5.11, -3.88, -2.58], [2.02, -3.37, -5.75], [0.76, -3.67, -4.54], [2.22, -4.63, -4.53]]
}



Listing electronic energy for the structures above in their given order: -1028.826184, -7976.079627, -4313.444406, -177.108997, -487.643488, -328.236007, -1927.131004, -2782.255788 a.u..